Entry 1:
Computed, not measured: C10H34O7 as an isolated structure in a non-equilibrium geometry, with the ωB97M-V functional and the def2-TZVPD basis.

Output
Energy   -927.657720 hartree
Gap between HOMO and LUMO   0.3077 Eh
Relative energy (zero: lowest compared OMol25 entry of this formula, charge and spin)   1088.2 kJ/mol
Molecular weight   266.37 u

ORCA input file:
```
! wB97M-V def2-TZVPD RIJCOSX def2/J DEFGRID3
* xyz 0 1
C -3.0219 -0.9020 1.4117
C -1.8367 -1.1954 2.2844
O -0.7623 -1.6173 1.5456
H -3.3830 -1.7738 0.8662
H -2.7773 -0.0011 0.8489
H -3.8670 -0.5738 2.0169
H -2.0742 -2.0652 2.8969
H -1.7293 -0.4297 3.0527
H -1.2079 -1.8938 0.7415
C -2.5306 0.5718 -1.5452
C -1.3627 0.2387 -2.4956
O -0.5028 -0.7340 -1.9809
H -2.8784 -0.3684 -1.1174
H -3.4237 0.8085 -2.1236
H -2.4231 1.2184 -0.6743
H -0.7812 1.0699 -2.8943
H -1.7349 -0.2642 -3.3883
H 0.0839 -0.9213 -2.7173
C 1.9686 -1.7897 -2.0442
C 1.2359 -3.0608 -2.3652
O 2.1150 -4.2164 -2.3241
H 1.4554 -0.8910 -2.3865
H 2.9407 -1.9357 -2.5152
H 2.2864 -1.6566 -1.0101
H 0.9074 -2.8546 -3.3839
H 0.3798 -3.1590 -1.6977
H 1.6756 -5.0481 -2.1324
C 1.1452 4.7521 2.5927
C 1.3074 3.5349 1.7497
O 1.8296 2.5027 2.5565
H 2.1617 4.8700 2.9678
H 0.4674 4.7417 3.4463
H 1.0012 5.6138 1.9408
H 2.1144 3.6416 1.0248
H 0.3806 3.3505 1.2065
H 1.3137 1.7211 2.3455
C 0.9228 0.4599 -0.6016
C -0.1084 0.9831 0.4224
O 0.7304 1.1009 1.5028
H 0.6454 0.7112 -1.6253
H 1.2146 -0.5878 -0.5286
H 1.8072 1.0968 -0.6185
H -0.8960 0.2652 0.6512
H -0.6299 1.9361 0.3334
H 1.2563 0.2983 1.4714
O 2.5272 -0.3896 1.2542
H 2.1967 -1.1532 0.7810
H 2.2955 -0.5549 2.1682
O -1.0324 -1.9947 -0.3679
H -1.3248 -1.5284 -1.1511
H -0.0778 -1.9269 -0.3906
*
```

Entry 2:
Computed, not measured: an isolated molecule of C5H8OS in a non-equilibrium geometry, with the ωB97M-V functional and the def2-TZVPD basis.

Output
Energy   -668.656732 hartree
Gap between HOMO and LUMO   0.3711 Eh
Relative energy (zero: lowest compared OMol25 entry of this formula, charge and spin)   214.8 kJ/mol
Molecular weight   116.18 u
SMILES string   SC/C=C/[C@H]1CO1

ORCA input file:
```
! wB97M-V def2-TZVPD RIJCOSX def2/J DEFGRID3
* xyz 0 1
S -0.1119 -1.0795 3.2349
C -0.9422 0.0639 2.0049
C -0.6181 -0.1810 0.5183
C 0.2414 0.6632 -0.0697
C 0.6186 0.6358 -1.5170
C 0.5875 -0.5578 -2.3796
O -0.5140 0.3208 -2.4254
H 1.0909 -0.7299 2.7567
H -0.6176 1.0792 2.2209
H -2.0120 -0.0332 2.1474
H -1.0079 -0.9921 0.0456
H 0.5472 1.5032 0.4445
H 1.1861 1.4814 -1.8734
H 1.1918 -0.6726 -3.2597
H 0.3601 -1.5012 -1.8486
*
```